(1)
ORCA calculation (ωB97M-V/def2-TZVPD) on a 2-piece molecular cluster, C2H6O4 overall in a non-equilibrium geometry.

Bonds (Å) are listed after each position.
Geometry (Å):
1 C -0.582 -0.011 0.073  C2 1.500, O4 1.627, H8 1.090, H9 1.089
2 C -1.136 0.968 -0.919  C1 1.500, H10 1.094, H11 1.093, H12 1.096
3 O 1.412 -2.464 0.745  O5 1.278
4 O 0.999 -0.223 -0.251  C1 1.627, O6 1.436
5 O 0.518 -2.320 1.646  O3 1.278
6 O 1.756 0.715 0.530  O4 1.436, H7 0.973
7 H 2.612 0.252 0.523  O6 0.973
8 H -0.545 0.358 1.098  C1 1.090
9 H -1.179 -0.922 0.073  C1 1.089
10 H -0.990 0.610 -1.942  C2 1.094
11 H -0.653 1.944 -0.819  C2 1.093
12 H -2.213 1.093 -0.756  C2 1.096

Properties
HOMO-LUMO gap (spin up / spin down): 8.07 / 8.05 eV
F_max: 5.3 eV/A
SMILES: CCOO.O=O
HOMO level (spin up / spin down): -9.443 / -9.440 eV
ΔE to the lowest compared entry with this formula, charge and spin: 801.5 kJ/mol



(2)
ORCA calculation (ωB97M-V/def2-TZVPD) on an isolated ion of composition C2H6O4PS and charge -1 in a non-equilibrium geometry.

Bonds (Å) are listed after each position.
Geometry (Å):
1 C -1.467 -1.645 -0.131  P7 1.844, H9 1.002, H10 1.075, H11 1.134
2 C 1.512 1.660 -0.142  S8 1.878, H12 1.107, H13 1.059, H14 0.998
3 O -1.524 0.972 -1.027  P7 1.480
4 O -1.520 0.677 1.528  P7 1.478
5 O 1.663 -0.521 1.485  S8 1.468
6 O 1.456 -0.825 -0.963  S8 1.480
7 P -1.231 0.158 0.174  C1 1.844, O3 1.480, O4 1.478, S8 2.244
8 S 0.997 -0.104 0.245  C2 1.878, O5 1.468, O6 1.480, P7 2.244
9 H -1.701 -2.162 0.694  C1 1.002
10 H -2.222 -1.848 -0.870  C1 1.075
11 H -0.450 -1.965 -0.519  C1 1.134
12 H 1.045 1.748 -1.142  C2 1.107
13 H 0.958 2.202 0.579  C2 1.059
14 H 2.482 1.652 0.090  C2 0.998

Properties
HOMO-LUMO gap: 8.73 eV
F_max: 5.5 eV/A
SMILES: C[P@@](=O)([O-])S(C)(=O)=O
Net charge: -1
HOMO level: -5.008 eV
ΔE to the lowest compared entry with this formula, charge and spin: 0.0 kJ/mol



(3)
ORCA calculation (ωB97M-V/def2-TZVPD) on a 2-piece molecular cluster, C2H6OS2 overall in a non-equilibrium geometry.

Bonds (Å) are listed after each position.
Geometry (Å):
1 S 0.217 -0.376 2.894  S2 2.068, H3 1.369
2 S -0.757 1.393 2.451  S1 2.068, H4 1.356
3 H -0.882 -1.186 2.991  S1 1.369
4 H -0.206 1.566 1.224  S2 1.356
5 C 0.339 -1.191 -1.131  C6 1.324, H8 1.072, H9 1.090
6 C 0.306 0.010 -1.689  C5 1.324, O7 1.460, H10 1.096
7 O -0.124 1.168 -0.909  C6 1.460, H11 0.969
8 H 0.586 -2.090 -1.659  C5 1.072
9 H 0.116 -1.205 -0.065  C5 1.090
10 H 1.008 0.317 -2.473  C6 1.096
11 H -0.602 1.595 -1.636  O7 0.969

Properties
HOMO-LUMO gap (spin up / spin down): 2.72 / 7.56 eV
2S+1: 2
F_max: 3.1 eV/A
Net charge: -1
HOMO level (spin up / spin down): 0.573 / -4.262 eV
ΔE to the lowest compared entry with this formula, charge and spin: 141.9 kJ/mol



(4)
ORCA calculation (ωB97M-V/def2-TZVPD) on a 2-piece molecular cluster, C2H6OS2 overall in a non-equilibrium geometry.

Bonds (Å) are listed after each position.
Geometry (Å):
1 S 2.966 -0.524 0.959  S2 1.925, H3 1.307
2 S 1.566 0.681 0.415  S1 1.925, H4 1.331
3 H 3.271 -0.366 2.220  S1 1.307
4 H 2.358 1.649 -0.040  S2 1.331
5 C -2.152 0.205 -0.797  C6 1.336, H8 1.191, H9 1.186
6 C -3.472 0.082 -0.632  C5 1.336, O7 1.336, H10 1.085
7 O -4.034 -0.735 -1.528  C6 1.336, H11 0.938
8 H -1.448 0.789 -0.034  C5 1.191
9 H -1.544 -0.339 -1.658  C5 1.186
10 H -4.219 0.416 0.080  C6 1.085
11 H -4.919 -0.515 -1.752  O7 0.938

Properties
HOMO-LUMO gap: 9.58 eV
F_max: 3.7 eV/A
SMILES: C=CO.SS
HOMO level: -8.942 eV
ΔE to the lowest compared entry with this formula, charge and spin: 146.5 kJ/mol



(5)
ORCA calculation (ωB97M-V/def2-TZVPD) on a 2-piece molecular cluster, C2H6OSSi overall in a non-equilibrium geometry.

Bonds (Å) are listed after each position.
Geometry (Å):
1 C 0.183 0.049 -1.359  Si4 1.981, H6 1.085, H7 1.056, H8 1.102
2 C -0.136 0.163 2.289  H9 1.079, H10 1.017, H11 1.119
3 O 2.087 -2.164 -2.475  Si4 1.683, S5 1.800
4 Si 0.701 -1.851 -1.572  C1 1.981, O3 1.683, S5 2.168
5 S 0.757 -2.599 -3.606  O3 1.800, Si4 2.168
6 H 0.358 0.773 -2.148  C1 1.085
7 H -0.814 0.162 -1.029  C1 1.056
8 H 0.702 0.534 -0.516  C1 1.102
9 H 0.113 0.379 1.261  C2 1.079
10 H -1.062 -0.235 2.423  C2 1.017
11 H 0.486 0.632 3.092  C2 1.119

Properties
HOMO-LUMO gap (spin up / spin down): 8.44 / 6.55 eV
F_max: 3.4 eV/A
HOMO level (spin up / spin down): -8.761 / -8.692 eV
ΔE to the lowest compared entry with this formula, charge and spin: 419.1 kJ/mol



(6)
ORCA calculation (ωB97M-V/def2-TZVPD) on a 2-piece molecular cluster, C2H6OSi overall in a non-equilibrium geometry.

Bonds (Å) are listed after each position.
Geometry (Å):
1 C -1.722 0.302 -0.032  O3 1.549, Si4 1.854, H5 1.108, H6 1.103
2 C 1.683 0.385 0.189  Si4 1.858, H7 1.176, H8 1.122, H9 1.137
3 O -1.061 -0.506 1.112  C1 1.549, Si4 1.616
4 Si 0.006 -0.364 -0.093  C1 1.854, C2 1.858, O3 1.616
5 H -2.579 -0.224 -0.500  C1 1.108
6 H -2.031 1.331 0.219  C1 1.103
7 H 2.507 0.022 -0.569  C2 1.176
8 H 1.709 1.507 0.217  C2 1.122
9 H 1.957 -0.054 1.201  C2 1.137
10 H -0.470 -2.399 -1.743  no bonds

Properties
HOMO-LUMO gap (spin up / spin down): 8.61 / 7.72 eV
F_max: 2.9 eV/A
HOMO level (spin up / spin down): -9.197 / -8.156 eV
ΔE to the lowest compared entry with this formula, charge and spin: 463.5 kJ/mol



(7)
ORCA calculation (ωB97M-V/def2-TZVPD) on a 2-piece molecular cluster, C2H6OSi overall in a non-equilibrium geometry.

Bonds (Å) are listed after each position.
Geometry (Å):
1 C -0.533 1.527 0.722  O3 1.523, Si4 1.865, H5 1.118, H6 1.154
2 C 0.172 -1.615 -0.390  Si4 1.806, H7 1.042, H8 1.095, H9 1.093
3 O -1.010 0.904 -0.583  C1 1.523, Si4 1.666
4 Si 0.406 0.156 -0.123  C1 1.865, C2 1.806, O3 1.666
5 H -0.187 2.583 0.590  C1 1.118
6 H -1.312 1.441 1.569  C1 1.154
7 H -0.372 -1.824 -1.254  C2 1.042
8 H 1.129 -2.123 -0.230  C2 1.095
9 H -0.584 -1.856 0.361  C2 1.093
10 H 2.294 0.807 -0.660  no bonds

Properties
HOMO-LUMO gap: 9.89 eV
F_max: 3.6 eV/A
HOMO level: -9.266 eV
ΔE to the lowest compared entry with this formula, charge and spin: 300.7 kJ/mol



(8)
ORCA calculation (ωB97M-V/def2-TZVPD) on one molecule with the formula C2H6P2S4 in a non-equilibrium geometry.

Bonds (Å) are listed after each position.
Geometry (Å):
1 C 0.075 -0.451 3.196  S7 1.798, H9 1.151, H10 1.097, H11 1.078
2 C -0.316 0.452 -3.213  S8 1.784, H12 1.062, H13 1.088, H14 1.096
3 P 0.994 -1.019 0.372  P4 2.405, S5 1.966, S7 2.128
4 P 0.550 1.219 -0.389  P3 2.405, S6 1.955, S8 2.101
5 S 0.473 -2.192 -1.117  P3 1.966
6 S -0.088 2.204 1.173  P4 1.955
7 S -0.446 -1.528 1.854  C1 1.798, P3 2.128
8 S -0.993 1.324 -1.812  C2 1.784, P4 2.101
9 H -0.071 0.636 2.846  C1 1.151
10 H 1.155 -0.495 3.382  C1 1.097
11 H -0.429 -0.696 4.117  C1 1.078
12 H 0.667 0.606 -3.588  C2 1.062
13 H -1.080 0.502 -3.986  C2 1.088
14 H -0.490 -0.561 -2.832  C2 1.096

Properties
HOMO-LUMO gap (spin up / spin down): 5.70 / 5.75 eV
F_max: 2.6 eV/A
SMILES: CSP(=S)=P(=S)SC
HOMO level (spin up / spin down): -8.383 / -8.414 eV
ΔE to the lowest compared entry with this formula, charge and spin: 85.4 kJ/mol



| no. | molecular weight (g mol⁻¹) |
| --- | --- |
| 1 | 94.066 |
| 2 | 157.107 |
| 3 | 110.203 |
| 4 | 110.203 |
| 5 | 106.222 |
| 6 | 74.155 |
| 7 | 74.155 |
| 8 | 220.286 |